Entry one
ORCA calculation (ωB97M-V with the def2-TZVPD basis set) on one molecule with the formula C18H22N2O4S.

Bonds (Å) are listed after each position.
Positions of all 47 atoms, in Å:
1 C -5.27828 -2.73929 -0.88312  C2 1.525, H45 1.087, H46 1.086, H47 1.087
2 C -4.87200 -2.31156 0.52328  C1 1.525, H3 1.094, O4 1.416, H44 1.096
3 H -5.75208 -2.28520 1.17183  C2 1.094
4 O -4.37296 -0.98656 0.56426  C2 1.416, C5 1.351
5 C -3.12210 -0.71366 0.13304  O4 1.351, C6 1.378, C14 1.431
6 C -2.19364 -1.64857 -0.27109  C5 1.378, C7 1.399, H43 1.078
7 C -0.91650 -1.24246 -0.67287  C6 1.399, C8 1.365, H42 1.079
8 C -0.56585 0.07672 -0.68330  C7 1.365, C9 1.412, S19 1.783
9 C -1.47997 1.07663 -0.28683  C8 1.412, C10 1.408, C14 1.420
10 C -1.15849 2.44761 -0.29207  C9 1.408, C11 1.369, H18 1.077
11 C -2.07960 3.37811 0.10668  C10 1.369, C12 1.402, H17 1.080
12 C -3.35623 2.98219 0.52823  C11 1.402, C13 1.368, H16 1.080
13 C -3.69803 1.65762 0.53953  C12 1.368, C14 1.408, H15 1.079
14 C -2.77495 0.67449 0.13327  C5 1.431, C9 1.420, C13 1.408
15 H -4.67845 1.33899 0.85659  C13 1.079
16 H -4.07058 3.72958 0.83986  C12 1.080
17 H -1.82654 4.42771 0.09603  C11 1.080
18 H -0.17892 2.74060 -0.62960  C10 1.077
19 S 1.08740 0.50046 -1.20056  C8 1.783, O20 1.447, O21 1.433, N22 1.688
20 O 1.78341 -0.72769 -1.51740  S19 1.447
21 O 1.07265 1.49893 -2.22815  S19 1.433
22 N 1.69134 1.24962 0.18575  S19 1.688, C23 1.447, C34 1.451
23 C 1.80863 0.38119 1.33718  N22 1.447, C24 1.529, H40 1.095, H41 1.093
24 C 2.93716 -0.63963 1.18941  C23 1.529, H25 1.089, H26 1.092, C27 1.537
25 H 2.63282 -1.36739 0.43906  C24 1.089
26 H 3.08220 -1.16479 2.13530  C24 1.092
27 C 4.25782 0.02579 0.77105  C24 1.537, C28 1.530, C33 1.537, H39 1.095
28 C 5.24317 -1.04857 0.30701  C27 1.530, O29 1.211, N30 1.349
29 O 6.30705 -1.25083 0.84961  C28 1.211
30 N 4.82083 -1.75151 -0.76402  C28 1.349, H31 1.008, H32 1.006
31 H 3.93420 -1.57278 -1.20916  N30 1.008
32 H 5.41757 -2.46937 -1.13878  N30 1.006
33 C 4.07886 1.06357 -0.34797  C27 1.537, C34 1.526, H37 1.090, H38 1.091
34 C 2.90937 1.99977 -0.05644  N22 1.451, C33 1.526, H35 1.094, H36 1.091
35 H 3.10223 2.61637 0.82673  C34 1.094
36 H 2.71882 2.64758 -0.91330  C34 1.091
37 H 3.87149 0.56823 -1.29693  C33 1.090
38 H 5.00030 1.63813 -0.45691  C33 1.091
39 H 4.69713 0.52264 1.64245  C27 1.095
40 H 1.97651 1.02206 2.20877  C23 1.095
41 H 0.84997 -0.12853 1.46231  C23 1.093
42 H -0.18864 -1.97410 -0.98702  C7 1.079
43 H -2.42168 -2.70174 -0.28381  C6 1.078
44 H -4.14692 -3.01135 0.95477  C2 1.096
45 H -4.42305 -2.73897 -1.55406  C1 1.087
46 H -5.70317 -3.73861 -0.85214  C1 1.086
47 H -6.02232 -2.05142 -1.27647  C1 1.087

## Properties
orbital gap: 8.59 eV
SMILES: CCOc1ccc(S(=O)(=O)N2CCC(C(N)=O)CC2)c2ccccc12
E_LUMO: 0.082 eV

---

Entry two
ORCA calculation (ωB97M-V with the def2-TZVPD basis set) on one molecule with the formula C18H22N2O4S.

Bonds (Å) are listed after each position.
Positions of all 47 atoms, in Å:
1 C -4.63485 -0.45912 -1.99935  H2 1.089, O3 1.406, H46 1.096, H47 1.094
2 H -5.28593 -1.31977 -2.14835  C1 1.089
3 O -3.59565 -0.59863 -2.93668  C1 1.406, C4 1.362
4 C -2.54936 0.26994 -2.86421  O3 1.362, C5 1.389, C9 1.395
5 C -2.52142 1.41596 -2.07925  C4 1.389, C6 1.383, H45 1.078
6 C -1.39144 2.21364 -2.06312  C5 1.383, C7 1.385, H44 1.080
7 C -0.28269 1.89783 -2.83047  C6 1.385, C8 1.391, C12 1.505
8 C -0.32397 0.76173 -3.63260  C7 1.391, C9 1.377, H11 1.081
9 C -1.44351 -0.03991 -3.65605  C4 1.395, C8 1.377, H10 1.079
10 H -1.48278 -0.92804 -4.26727  C9 1.079
11 H 0.53911 0.50406 -4.22951  C8 1.081
12 C 0.99533 2.68441 -2.71135  C7 1.505, N13 1.457, H42 1.092, H43 1.092
13 N 1.87209 2.02996 -1.74903  C12 1.457, C14 1.346, H41 1.013
14 C 2.79357 1.13969 -2.16070  N13 1.346, O15 1.216, C16 1.530
15 O 3.10557 0.98724 -3.32624  C14 1.216
16 C 3.51584 0.35381 -1.06403  C14 1.530, C17 1.526, H39 1.092, H40 1.093
17 C 2.67129 -0.06228 0.13728  C16 1.526, N18 1.453, H37 1.094, H38 1.098
18 N 1.40828 -0.68483 -0.21924  C17 1.453, S19 1.666, H36 1.007
19 S 0.04134 -0.00548 0.44855  N18 1.666, O20 1.429, O21 1.444, C22 1.781
20 O -1.08584 -0.50939 -0.27141  S19 1.429
21 O 0.20746 1.42389 0.57301  S19 1.444
22 C 0.09006 -0.72399 2.07722  S19 1.781, C23 1.380, C27 1.382
23 C 0.40646 0.04720 3.17641  C22 1.380, C24 1.385, H35 1.079
24 C 0.46761 -0.54696 4.42594  C23 1.385, C25 1.390, H34 1.080
25 C 0.21501 -1.90567 4.57749  C24 1.390, C26 1.394, C30 1.497
26 C -0.10556 -2.66237 3.45203  C25 1.394, C27 1.382, H29 1.080
27 C -0.16831 -2.07562 2.20229  C22 1.382, C26 1.382, H28 1.078
28 H -0.42082 -2.63979 1.31921  C27 1.078
29 H -0.30673 -3.71770 3.56250  C26 1.080
30 C 0.26297 -2.55107 5.92718  C25 1.497, H31 1.087, H32 1.088, H33 1.090
31 H 0.77125 -1.91573 6.64732  C30 1.087
32 H 0.77412 -3.50997 5.87707  C30 1.088
33 H -0.74971 -2.73309 6.28654  C30 1.090
34 H 0.71318 0.05062 5.29137  C24 1.080
35 H 0.59081 1.10122 3.04104  C23 1.079
36 H 1.29805 -0.91587 -1.19359  N18 1.007
37 H 2.43919 0.80137 0.76746  C17 1.094
38 H 3.24426 -0.77391 0.74598  C17 1.098
39 H 3.93227 -0.53127 -1.54977  C16 1.092
40 H 4.35404 0.96228 -0.71624  C16 1.093
41 H 1.49361 1.98674 -0.81061  N13 1.013
42 H 1.53012 2.71207 -3.66332  C12 1.092
43 H 0.80228 3.70103 -2.36155  C12 1.092
44 H -1.37199 3.08830 -1.42959  C6 1.080
45 H -3.36067 1.68571 -1.45853  C5 1.078
46 H -5.20995 0.45840 -2.16658  C1 1.096
47 H -4.24403 -0.46667 -0.97724  C1 1.094

## Properties
orbital gap: 8.57 eV
SMILES: COc1ccc(CNC(=O)CCNS(=O)(=O)c2ccc(C)cc2)cc1
E_LUMO: 0.527 eV

---

Which is the most stable structure? entry one is the most stable.

---

Entry one
ORCA calculation (ωB97M-V with the def2-TZVPD basis set) on one molecule with the formula C5H8N2O3.

Bonds (Å) are listed after each position.
Positions of all 18 atoms, in Å:
1 C -0.13417 -1.71603 -1.67929  C2 1.429, C3 1.397, H11 1.094
2 C -1.25889 -1.95266 -0.82962  C1 1.429, C4 1.413, H12 1.076
3 C 0.74718 -0.94322 -0.91906  C1 1.397, N6 1.339, O8 1.396
4 C -1.02585 -1.26280 0.38122  C2 1.413, N6 1.379, O9 1.353
5 C -0.04977 2.63079 0.35588  O10 1.430, H13 1.212, H14 1.138, H15 1.069
6 N 0.27932 -0.81963 0.32991  C3 1.339, C4 1.379, N7 1.758
7 N 0.69262 0.54819 1.35351  N6 1.758, O10 1.379, H16 0.938
8 O 2.08872 -0.66991 -1.19069  C3 1.396, H17 0.974
9 O -1.77500 -1.19650 1.50551  C4 1.353, H18 1.014
10 O 0.95399 1.62794 0.53728  C5 1.430, N7 1.379
11 H 0.13819 -2.29982 -2.56411  C1 1.094
12 H -2.21124 -2.36330 -1.11677  C2 1.076
13 H -0.19971 3.16479 1.43302  C5 1.212
14 H -1.04118 2.22353 -0.02668  C5 1.138
15 H 0.40355 3.28918 -0.35413  C5 1.069
16 H 1.52247 0.25066 1.67248  N7 0.938
17 H 2.25279 0.28926 -1.24137  O8 0.974
18 H -1.38303 -0.80048 2.35290  O9 1.014

## Properties
orbital gap: 7.54 eV
SMILES: CONn1c(O)ccc1O
E_LUMO: 0.292 eV

---

Entry two
ORCA calculation (ωB97M-V with the def2-TZVPD basis set) on a 2-piece molecular cluster, C5H8N2O3 overall.

Bonds (Å) are listed after each position.
Positions of all 18 atoms, in Å:
1 N -0.05268 2.31085 0.25336  C2 1.486, H10 1.011, H11 1.017
2 C -0.75491 1.14498 0.84958  N1 1.486, O3 1.226, C4 1.492
3 O -1.50437 1.24263 1.81519  C2 1.226
4 C -0.05636 -0.14077 0.55738  C2 1.492, C5 1.342, C8 1.493
5 C 0.04429 -1.22057 1.34738  C4 1.342, C6 1.491, H12 1.089
6 C 0.81697 -2.28854 0.65014  C5 1.491, N7 1.443, H13 1.101, H14 1.101
7 N 1.12200 -1.67959 -0.62193  C6 1.443, C8 1.344, H15 1.011
8 C 0.64559 -0.42717 -0.72882  C4 1.493, N7 1.344, O9 1.237
9 O 0.64794 0.29624 -1.73172  C8 1.237
10 H -0.21968 3.23330 0.63255  N1 1.011
11 H 0.57105 2.11264 -0.52460  N1 1.017
12 H -0.38797 -1.33333 2.34036  C5 1.089
13 H 1.72788 -2.55472 1.20886  C6 1.101
14 H 0.21892 -3.20598 0.53270  C6 1.101
15 H 1.58735 -2.15630 -1.38245  N7 1.011
16 H -1.42235 2.31192 -1.39231  O17 1.064
17 O -1.88591 1.44677 -1.80244  H16 1.064, H18 0.976
18 H -1.09777 0.90765 -2.00324  O17 0.976

## Properties
orbital gap: 10.04 eV
SMILES: NC(=O)C1=CCNC1=O.O
E_LUMO: 0.003 eV

---

Entry three
ORCA calculation (ωB97M-V with the def2-TZVPD basis set) on one molecule with the formula C5H8N2O3.

Bonds (Å) are listed after each position.
Positions of all 18 atoms, in Å:
1 C 0.09062 -0.55501 -2.71252  C2 1.514, H6 0.977, H7 1.022, H8 1.214
2 C 0.03222 -0.52311 -1.19968  C1 1.514, N14 1.281, O16 1.248
3 C -0.49136 0.86868 0.79493  C4 1.550, C5 1.522, H10 0.838, N14 1.476
4 C 0.88069 1.10559 1.47586  C3 1.550, H11 1.200, H12 0.875, O17 1.448
5 C -1.07898 -0.38780 1.42199  C3 1.522, N15 1.498, O18 1.198
6 H 0.91557 -0.11556 -2.99672  C1 0.977
7 H -0.54507 -0.04591 -3.32944  C1 1.022
8 H 0.30064 -1.70309 -3.04505  C1 1.214
9 H -0.59509 1.49160 -1.13247  N14 1.076
10 H -1.03865 1.49637 0.88405  C3 0.838
11 H 1.49211 1.44079 0.49954  C4 1.200
12 H 0.76087 1.52215 2.23638  C4 0.875
13 H 0.19623 -1.83496 2.36376  N15 1.090
14 N -0.31164 0.57726 -0.64045  C2 1.281, C3 1.476, H9 1.076
15 N -0.00604 -0.76423 2.39734  C5 1.498, H13 1.090, O17 1.413
16 O 0.32183 -1.49563 -0.47362  C2 1.248
17 O 1.23233 -0.16757 2.06951  C4 1.448, N15 1.413
18 O -2.15628 -0.90957 1.38660  C5 1.198

## Properties
orbital gap: 9.25 eV
SMILES: CC(=O)N[C@@H]1CONC1=O
E_LUMO: 0.400 eV

---

Which is the most stable structure? entry two is the most stable.